No. 1
Formula: C19H17BrIrN3O4S3SbSe
Source: the OMol25 dataset
Level of theory: ωB97M-V/def2-TZVPD

Results
- ΔE to the lowest compared entry with this formula, charge and spin: 0.609 eV
- LUMO: 1.42 eV
- Total charge: -1
- Max |F|: 1.452 eV/A
- Gap between HOMO and LUMO: 5.94 eV

Each line ends with the natural charge from an NBO analysis.
Cartesian coordinates (Å):
Ir -0.013124 0.424357 -0.395772  0.760
S -2.748235 0.471342 -4.338628  -0.778
Sb -0.717526 -0.368689 -4.001555  0.951
S -0.644720 -1.322766 -1.793622  -0.655
S 0.899071 1.474865 -2.326635  -0.029
Br 0.608553 -2.955748 0.658747  0.071
C -0.313026 -2.420773 2.219277  -0.067
C -0.390692 -3.427743 3.143406  -0.262
C -1.057729 -3.249394 4.367339  -0.229
C -1.630114 -2.046775 4.618835  -0.185
C -1.545934 -0.980848 3.685154  -0.075
C -2.140777 0.242088 4.068333  -0.215
C -2.029689 1.323013 3.259833  -0.210
C -1.349720 1.211587 2.033334  -0.256
C -0.778625 0.049656 1.542513  -0.249
C -0.872016 -1.110322 2.422033  -0.042
H 0.069191 -4.378353 2.915013  0.217
H -1.103545 -4.059032 5.084466  0.204
H -2.156098 -1.865192 5.549013  0.198
H -2.661541 0.291725 5.017686  0.194
H -2.465070 2.275202 3.541588  0.200
H -1.274941 2.114448 1.447463  0.221
C 4.660417 -0.520993 0.310745  -0.156
C 4.006418 -1.064069 -0.784402  -0.260
C 2.638793 -0.921775 -0.888994  0.076
N 1.919624 -0.274337 0.036062  -0.423
C 2.542239 0.205019 1.116611  0.071
C 3.910574 0.107245 1.286550  -0.231
H 5.737642 -0.580920 0.397008  0.211
H 4.544401 -1.573044 -1.571796  0.218
H 2.070285 -1.321449 -1.718397  0.240
H 1.910115 0.694999 1.843500  0.239
H 4.364347 0.560608 2.155434  0.225
C -3.857883 3.911231 -2.113535  -0.396
N -3.311647 2.713477 -1.506024  -0.331
C -4.004389 1.577436 -1.152340  -0.083
C -3.078693 0.679166 -0.733847  -0.047
N -1.840087 1.258539 -0.828545  -0.442
C -2.007089 2.478240 -1.297531  0.215
H -4.913526 3.745622 -2.313074  0.210
H -3.351739 4.108409 -3.056490  0.222
H -3.746549 4.767077 -1.449318  0.207
H -5.069098 1.500353 -1.273287  0.216
H -3.197118 -0.332165 -0.392192  0.244
H -1.214952 3.185217 -1.484157  0.256
O 1.167188 4.614352 -0.923204  -1.016
Se 1.826678 3.267886 -0.320800  2.746
O 2.287589 2.208429 -1.649331  -0.897
O 0.667858 2.329620 0.431477  -1.064
O 3.189298 3.406196 0.536133  -1.012

Atoms 1-2, force components in eV/Å:
0.7 1.2 0.2
-0.3 0.3 0.0

***

No. 2
Formula: C19H17BrIrN5S
Source: the OMol25 dataset
Level of theory: ωB97M-V/def2-TZVPD

Results
- 2S+1: 2
- LUMO (spin up / spin down): -11.42 / -13.79 eV
- ⟨S²⟩: 1.0837
- Total charge: +3
- Max |F|: 3.761 eV/A
- Gap between HOMO and LUMO (spin up / spin down): 5.47 / 3.18 eV

Each line ends with the Löwdin spin population.
Cartesian coordinates (Å):
Ir 0.197307 -0.038825 0.248596  -0.077
S -0.299877 1.797266 -0.718295  0.014
C 1.048155 1.936159 -1.802780  -0.024
N 1.078203 3.129940 -2.439464  0.126
N 1.919970 3.503460 -3.322055  0.127
C 2.759898 2.849923 -4.195600  0.011
C 2.597229 1.492681 -4.552663  0.274
C 3.429807 0.964475 -5.501239  0.230
C 4.431824 1.760153 -6.086332  0.038
C 4.582077 3.105975 -5.742223  0.227
C 3.733638 3.665545 -4.820671  0.287
N 2.025332 1.056148 -1.765806  0.055
N 1.836709 0.123620 -0.857748  -0.137
C 2.886913 -0.754019 -0.654182  -0.010
C 2.738262 -1.815784 0.271216  -0.041
C 3.780080 -2.673619 0.501961  0.000
C 4.990181 -2.492654 -0.182408  -0.070
C 5.146642 -1.447501 -1.101305  0.001
C 4.113890 -0.578888 -1.341770  -0.043
H 1.878443 4.518414 -3.446324  0.000
H 1.781445 0.911457 -4.149093  0.008
H 3.298716 -0.056888 -5.830666  0.007
H 5.078063 1.329854 -6.840906  -0.002
H 5.347458 3.707838 -6.212182  0.006
H 3.815258 4.714746 -4.559067  0.009
H 1.804816 -1.959632 0.803223  -0.002
H 3.677742 -3.485637 1.208211  0.001
H 5.816409 -3.165939 0.007161  -0.003
H 6.089485 -1.322838 -1.615671  0.001
H 4.225077 0.241805 -2.033056  -0.002
C -2.728928 -4.414053 -1.711536  0.000
C -2.218816 -3.591360 -0.564740  0.000
C -2.484275 -3.919415 0.766089  0.000
C -2.020915 -3.128264 1.819628  0.000
C -1.292469 -2.032647 1.465319  -0.002
Br -0.540626 -0.738801 2.655070  -0.001
N -0.998650 -1.692833 0.205526  -0.008
C -1.457941 -2.453405 -0.803393  0.000
H -3.310895 -5.261303 -1.359061  0.000
H -1.902113 -4.791938 -2.313961  0.000
H -3.360965 -3.811635 -2.365010  0.000
H -3.070207 -4.802425 0.991479  0.000
H -2.238379 -3.359437 2.853581  0.000
H -1.219275 -2.125620 -1.806454  0.000

Atoms 1-2, force components in eV/Å:
0.3 0.0 -0.2
-0.1 0.2 0.4

***

No. 3
Formula: C19H17F3N8
Source: the OMol25 dataset
Level of theory: ωB97M-V/def2-TZVPD

Results
- SMILES: NC1CN(c2cccc(-n3ncc4cnc(-c5cnn(CC(F)(F)F)c5)cc43)n2)C1
- ΔE to the lowest compared entry with this formula, charge and spin: 0.000 eV
- LUMO: 0.22 eV
- Max |F|: 3.359 eV/A
- Gap between HOMO and LUMO: 8.52 eV

Each line ends with the natural charge from an NBO analysis.
Cartesian coordinates (Å):
N 1.115661 -0.735282 4.865686  -0.835
C 1.127872 -0.064981 3.535877  -0.055
C 1.971543 1.244152 3.373502  -0.208
N 0.708924 1.992310 3.145973  -0.463
C 0.624671 2.918715 2.150018  0.370
C 0.684913 4.243806 2.501754  -0.262
C 0.634288 5.255031 1.499968  -0.145
C 0.588280 4.782078 0.186439  -0.269
C 0.469773 3.394280 -0.106142  0.383
N 0.339539 2.989140 -1.470109  -0.214
N 0.373265 3.880064 -2.531812  -0.215
C 0.095650 3.165719 -3.604606  0.012
C -0.120225 1.792210 -3.229976  -0.202
C -0.466860 0.675851 -3.975943  0.113
N -0.551657 -0.530662 -3.402274  -0.446
C -0.330482 -0.650616 -2.096317  0.190
C -0.519596 -1.998515 -1.562006  -0.183
C -0.319208 -2.441736 -0.224978  -0.024
N -0.480971 -3.741812 -0.060057  -0.251
N -0.801845 -4.213226 -1.305606  -0.187
C -0.920776 -5.627050 -1.586935  -0.298
C -2.213080 -5.972434 -2.305804  0.974
F -2.309198 -7.319538 -2.271393  -0.317
F -3.318373 -5.436228 -1.691139  -0.319
F -2.194385 -5.534098 -3.618649  -0.330
C -0.810460 -3.164531 -2.231574  -0.002
C -0.049293 0.456403 -1.272670  -0.216
C 0.062137 1.712474 -1.905735  0.166
N 0.459703 2.507615 0.877447  -0.491
C -0.106070 0.758978 3.081931  -0.227
H 0.832853 -0.109545 5.602984  0.356
H 0.508519 -1.539824 4.895977  0.365
H 1.463472 -0.766776 2.799141  0.192
H 2.476944 1.509478 4.313804  0.191
H 2.729149 1.257568 2.583045  0.194
H 0.814196 4.495374 3.552615  0.227
H 0.679536 6.305281 1.698946  0.223
H 0.633275 5.534070 -0.560630  0.234
H 0.080556 3.576069 -4.603133  0.218
H -0.742381 0.777694 -4.993383  0.193
H -0.027816 -1.771489 0.584984  0.202
H -0.097036 -5.880646 -2.264144  0.230
H -0.830186 -6.171990 -0.644768  0.261
H -1.011286 -3.202362 -3.290346  0.248
H 0.126284 0.324696 -0.235793  0.232
H -0.991292 0.789301 3.721814  0.193
H -0.388524 0.534985 2.074015  0.190

Atoms 1-2, force components in eV/Å:
0.6 0.7 -1.1
-0.1 0.0 0.9

***

No. 4
Formula: C19H17F6N9O4S
Source: the OMol25 dataset
Level of theory: ωB97M-V/def2-TZVPD

Results
- LUMO: -1.82 eV
- Max |F|: 12.631 eV/A
- Gap between HOMO and LUMO: 6.94 eV

Each line ends with the natural charge from an NBO analysis.
Cartesian coordinates (Å):
F -4.877679 2.057855 -6.177637  -0.314
C -4.615878 2.707852 -5.027483  0.979
F -3.907187 3.827616 -5.274053  -0.321
F -5.766477 3.015952 -4.398149  -0.314
C -3.798380 1.799580 -4.128236  -0.126
C -2.571672 2.217706 -3.668241  -0.205
C -1.813678 1.426409 -2.811639  0.163
N -0.549116 1.888398 -2.374989  -0.584
C 0.233916 1.561416 -1.295900  0.315
S -0.218640 0.424522 -0.168658  -0.298
N 1.418646 2.214899 -1.158813  -0.587
C 2.430970 1.907780 -0.152832  -0.224
C 3.284201 0.725266 -0.596541  -0.064
C 4.196569 1.037524 -1.804507  -0.417
C 5.524202 0.289777 -1.532505  -0.415
C 5.342435 -0.408273 -0.173793  -0.220
N 4.178450 0.221840 0.476004  -0.633
C -2.329934 0.194444 -2.433869  -0.232
C -3.546482 -0.241335 -2.904246  -0.052
C -4.084566 -1.586657 -2.460089  0.969
F -4.930244 -2.053154 -3.399373  -0.318
F -3.048427 -2.432681 -2.300377  -0.313
F -4.733068 -1.422424 -1.291110  -0.315
C -4.284209 0.564397 -3.749601  -0.195
H -2.217192 3.186787 -3.965581  0.226
H -0.153248 2.626258 -2.956091  0.389
H 1.750257 2.839447 -1.893721  0.390
H 3.049018 2.786714 0.057206  0.212
H 1.914721 1.669626 0.781336  0.240
H 2.603474 -0.095178 -0.875308  0.185
H 3.734474 0.724939 -2.747364  0.214
H 4.359452 2.117043 -1.886702  0.196
H 5.759287 -0.428297 -2.326606  0.214
H 6.366372 0.990170 -1.497465  0.211
H 5.154409 -1.480615 -0.305850  0.169
H 6.227112 -0.306007 0.464198  0.198
H 3.680101 -0.414851 1.103754  0.369
H -1.780916 -0.438071 -1.762555  0.269
H -5.241076 0.224019 -4.111629  0.237
O 0.649559 -2.123175 8.081570  -0.323
N 0.063558 -2.815039 7.246658  0.511
O -0.330974 -3.958343 7.488934  -0.364
C -0.171192 -2.276171 5.920944  -0.016
C -0.838903 -3.009703 4.989136  -0.102
C -1.037308 -2.532670 3.673855  -0.058
N -1.709189 -3.386630 2.707517  0.515
O -2.371125 -4.338393 3.127378  -0.352
O -1.583779 -3.127197 1.507067  -0.352
C -0.578044 -1.316073 3.280848  0.159
N 0.097478 -0.511894 4.186877  -0.211
N 0.645438 0.715097 4.026324  -0.005
N 1.056456 0.751657 5.212880  -0.070
N 0.993878 -0.063866 6.213784  -0.194
C 0.310681 -0.997407 5.536865  0.301
H -1.221143 -3.985298 5.255190  0.290
H -0.715388 -0.965591 2.273187  0.269

Atoms 1-2, force components in eV/Å:
-0.4 0.8 0.1
1.1 -1.2 1.2

***

No. 5
Formula: C19H17IN2O3PdSTe
Source: the OMol25 dataset
Level of theory: ωB97M-V/def2-TZVPD

Results
- ΔE to the lowest compared entry with this formula, charge and spin: 1.144 eV
- LUMO (spin up / spin down): 4.29 / 4.47 eV
- Total charge: -2
- Max |F|: 0.773 eV/A
- Gap between HOMO and LUMO (spin up / spin down): 5.48 / 5.67 eV

Each line ends with the natural charge from an NBO analysis.
Cartesian coordinates (Å):
Pd 0.692761 0.156757 1.418614  0.629
O -0.603079 -2.411298 0.766247  -0.631
C -1.617840 -1.740209 0.849130  0.627
N -1.755552 -0.419860 0.523071  -0.929
S -3.283708 0.070745 0.694659  2.299
O -3.946438 0.245889 -0.578941  -0.971
O -3.412323 1.149817 1.642871  -0.956
C -3.915963 -1.422241 1.415917  -0.223
C -5.166291 -1.713293 1.929956  -0.224
C -5.362033 -2.989305 2.442824  -0.223
C -4.331846 -3.930682 2.433931  -0.229
C -3.082098 -3.611068 1.914325  -0.173
C -2.896752 -2.339158 1.405715  -0.136
H -5.955360 -0.972326 1.939944  0.218
H -6.325095 -3.254931 2.863622  0.196
H -4.508803 -4.916124 2.849194  0.197
H -2.256921 -4.311966 1.908490  0.229
Te -0.561604 1.234209 3.409310  0.005
C 0.980806 1.936015 4.682253  -0.237
C 1.424504 3.253527 4.562800  -0.252
C 2.391194 3.764619 5.423631  -0.219
C 2.931942 2.963995 6.420581  -0.250
C 2.500963 1.648794 6.544666  -0.226
C 1.535728 1.141853 5.685064  -0.227
H 1.019602 3.878090 3.776233  0.215
H 2.729100 4.788173 5.303951  0.191
H 3.691365 3.356643 7.087414  0.189
H 2.927073 1.007317 7.308401  0.193
H 1.223484 0.109640 5.774469  0.223
C 0.975517 -1.079291 -1.895090  -0.643
C 1.605845 0.254723 -1.640284  0.107
C 2.270275 1.084620 -2.524030  -0.376
C 2.677754 2.226383 -1.777371  -0.354
C 2.241316 2.024502 -0.482737  0.088
C 2.395049 2.916496 0.707616  -0.637
N 1.581957 0.829761 -0.400446  -0.582
H 1.682822 -1.772284 -2.361437  0.186
H 0.104993 -0.999171 -2.553332  0.196
H 0.635491 -1.528505 -0.961858  0.249
H 2.440685 0.890911 -3.574959  0.179
H 3.216551 3.092902 -2.138572  0.178
H 3.081437 3.735736 0.477264  0.190
H 2.788025 2.368405 1.568070  0.226
H 1.438365 3.348204 1.019578  0.205
I 2.725991 -0.742984 2.820019  -0.517

Atoms 1-2, force components in eV/Å:
-0.1 0.7 -0.3
0.1 -0.1 0.0

***

- Among the records above, which one has the lowest max |F|?
  C19H17IN2O3PdSTe

***

- What is the max |F| in the fourth record?
  12.631 eV/A

***

- Which of these has the highest max |F|?
  C19H17F6N9O4S

***

What did the first record say?
Formula: C19H17BrIrN3O4S3SbSe
Source: the OMol25 dataset
Level of theory: ωB97M-V/def2-TZVPD

Results
- ΔE to the lowest compared entry with this formula, charge and spin: 0.609 eV
- LUMO: 1.42 eV
- Total charge: -1
- Max |F|: 1.452 eV/A
- Gap between HOMO and LUMO: 5.94 eV

Each line ends with the natural charge from an NBO analysis.
Cartesian coordinates (Å):
Ir -0.013124 0.424357 -0.395772  0.760
S -2.748235 0.471342 -4.338628  -0.778
Sb -0.717526 -0.368689 -4.001555  0.951
S -0.644720 -1.322766 -1.793622  -0.655
S 0.899071 1.474865 -2.326635  -0.029
Br 0.608553 -2.955748 0.658747  0.071
C -0.313026 -2.420773 2.219277  -0.067
C -0.390692 -3.427743 3.143406  -0.262
C -1.057729 -3.249394 4.367339  -0.229
C -1.630114 -2.046775 4.618835  -0.185
C -1.545934 -0.980848 3.685154  -0.075
C -2.140777 0.242088 4.068333  -0.215
C -2.029689 1.323013 3.259833  -0.210
C -1.349720 1.211587 2.033334  -0.256
C -0.778625 0.049656 1.542513  -0.249
C -0.872016 -1.110322 2.422033  -0.042
H 0.069191 -4.378353 2.915013  0.217
H -1.103545 -4.059032 5.084466  0.204
H -2.156098 -1.865192 5.549013  0.198
H -2.661541 0.291725 5.017686  0.194
H -2.465070 2.275202 3.541588  0.200
H -1.274941 2.114448 1.447463  0.221
C 4.660417 -0.520993 0.310745  -0.156
C 4.006418 -1.064069 -0.784402  -0.260
C 2.638793 -0.921775 -0.888994  0.076
N 1.919624 -0.274337 0.036062  -0.423
C 2.542239 0.205019 1.116611  0.071
C 3.910574 0.107245 1.286550  -0.231
H 5.737642 -0.580920 0.397008  0.211
H 4.544401 -1.573044 -1.571796  0.218
H 2.070285 -1.321449 -1.718397  0.240
H 1.910115 0.694999 1.843500  0.239
H 4.364347 0.560608 2.155434  0.225
C -3.857883 3.911231 -2.113535  -0.396
N -3.311647 2.713477 -1.506024  -0.331
C -4.004389 1.577436 -1.152340  -0.083
C -3.078693 0.679166 -0.733847  -0.047
N -1.840087 1.258539 -0.828545  -0.442
C -2.007089 2.478240 -1.297531  0.215
H -4.913526 3.745622 -2.313074  0.210
H -3.351739 4.108409 -3.056490  0.222
H -3.746549 4.767077 -1.449318  0.207
H -5.069098 1.500353 -1.273287  0.216
H -3.197118 -0.332165 -0.392192  0.244
H -1.214952 3.185217 -1.484157  0.256
O 1.167188 4.614352 -0.923204  -1.016
Se 1.826678 3.267886 -0.320800  2.746
O 2.287589 2.208429 -1.649331  -0.897
O 0.667858 2.329620 0.431477  -1.064
O 3.189298 3.406196 0.536133  -1.012

Atoms 1-2, force components in eV/Å:
0.7 1.2 0.2
-0.3 0.3 0.0